(1)
# C36H27N2OPPdS2Te

A structure of composition C36H27N2OPPdS2Te (wB97M-V/def2-TZVPD, OMol25).

Each line ends with the Löwdin charge.
Geometry (Å):
Pd 0.9425 0.8292 -0.4366  0.55
S 2.6990 -0.1734 3.7028  1.18
C 1.0222 0.1337 4.0337  -0.44
C 0.3379 0.0151 5.2418  -0.06
C -1.0064 0.3235 5.2498  -0.05
C -1.6626 0.7437 4.0836  -0.05
C -0.9861 0.8575 2.8885  -0.03
C 0.3722 0.5451 2.8692  -0.31
N 1.2077 0.5902 1.7618  -0.04
C 2.4322 0.2411 2.0623  -0.55
C 3.4444 0.2076 1.0019  -0.25
C 4.7935 -0.0413 1.2287  -0.02
C 5.6784 -0.0488 0.1580  -0.04
C 5.2252 0.1853 -1.1333  -0.05
C 3.8747 0.4283 -1.3757  -0.09
C 3.0003 0.4462 -0.3039  -0.17
H 0.8401 -0.3024 6.1438  0.12
H -1.5628 0.2459 6.1729  0.12
H -2.7158 0.9836 4.1262  0.11
H -1.4946 1.1736 1.9853  0.10
H 5.1628 -0.2235 2.2303  0.11
H 6.7274 -0.2374 0.3348  0.12
H 5.9268 0.1768 -1.9565  0.12
H 3.5280 0.6059 -2.3869  0.10
O 0.9204 2.3634 -3.0734  -0.09
N 0.5777 1.0770 -2.7040  -0.10
C 0.6169 0.1766 -3.6046  -0.07
C 0.2977 -1.2485 -3.4250  -0.19
C 0.4714 -2.0179 -4.5736  -0.01
C 0.2523 -3.3895 -4.5651  -0.03
C -0.1348 -4.0097 -3.3926  -0.03
C -0.3161 -3.2568 -2.2382  -0.07
C -0.1203 -1.8797 -2.2371  -0.27
P -0.5441 -0.9965 -0.7196  1.06
C -0.2236 -2.0788 0.6606  -0.37
C -1.1453 -2.2151 1.6977  -0.07
C -0.7955 -2.9246 2.8368  -0.05
C 0.4687 -3.4843 2.9447  -0.04
C 1.3933 -3.3458 1.9135  -0.05
C 1.0534 -2.6413 0.7739  -0.10
C -2.2800 -0.5527 -0.7856  -0.36
C -2.6742 0.7641 -0.5849  -0.13
C -4.0176 1.1014 -0.6176  -0.06
C -4.9694 0.1208 -0.8542  -0.04
C -4.5805 -1.1983 -1.0612  -0.04
C -3.2397 -1.5375 -1.0298  -0.07
H 1.0372 2.3967 -4.0385  0.11
H 0.9250 0.4574 -4.6143  0.14
H 0.7939 -1.5391 -5.4884  0.12
H 0.3942 -3.9627 -5.4699  0.12
H -0.3007 -5.0773 -3.3662  0.12
H -0.6129 -3.7585 -1.3260  0.11
H -2.1285 -1.7699 1.6223  0.11
H -1.5109 -3.0394 3.6387  0.12
H 0.7366 -4.0374 3.8347  0.12
H 2.3753 -3.7880 2.0016  0.12
H 1.7801 -2.5221 -0.0221  0.11
H -1.9286 1.5339 -0.4014  0.04
H -4.3190 2.1271 -0.4589  0.11
H -6.0175 0.3818 -0.8805  0.12
H -5.3227 -1.9612 -1.2489  0.12
H -2.9469 -2.5678 -1.1949  0.11
Te 1.0378 3.4888 0.0726  1.32
C -0.5199 4.6478 -0.4626  -1.03
C -0.6767 5.9574 -0.0215  -0.21
C -1.8136 6.5707 -0.5733  -0.14
C -2.4954 5.7367 -1.4218  -0.35
S -1.7907 4.1919 -1.5268  0.98
H 0.0036 6.4486 0.6566  0.11
H -2.1122 7.5866 -0.3691  0.12
H -3.3851 5.9661 -1.9850  0.09

Atomic forces in eV per Å
0.0 0.1 -0.2
-0.1 0.0 0.0
0.0 0.0 0.1
0.0 0.0 -0.1
0.0 0.0 0.0
0.0 0.0 0.0
0.0 0.0 0.0
0.0 0.0 -0.2
0.1 0.0 0.4
0.0 0.1 -0.3
0.0 0.0 0.1
0.0 0.0 0.0
-0.1 0.0 0.0
0.0 0.0 -0.1
0.1 0.0 0.1
-0.1 -0.1 -0.1
0.0 0.0 0.0
0.0 0.0 0.0
0.0 0.0 0.0
0.0 0.0 0.0
0.0 0.0 0.0
0.0 0.0 0.0
0.0 0.0 0.0
0.0 0.0 0.0
0.0 -0.1 0.0
0.2 -0.1 0.0
-0.1 0.0 0.1
0.1 0.2 -0.1
0.0 -0.2 0.1
0.0 0.1 0.0
0.0 0.0 0.0
0.0 -0.1 0.0
-0.1 0.0 0.0
0.0 0.1 0.0
0.0 0.0 0.1
0.0 0.0 0.0
0.0 0.0 0.0
0.0 0.0 0.0
0.0 0.0 0.0
0.0 0.0 0.0
-0.1 -0.2 0.0
0.1 0.1 0.1
0.0 0.0 0.0
0.0 0.0 0.0
0.0 0.0 0.0
0.0 0.0 0.0
0.0 0.0 0.0
-0.1 0.0 0.0
0.0 0.0 0.0
0.0 0.0 0.0
0.0 0.0 0.0
0.0 0.0 0.0
0.0 0.0 0.0
0.0 0.0 0.0
0.0 0.0 0.0
0.0 0.0 0.0
0.0 0.0 0.0
0.0 -0.1 0.0
0.0 0.0 0.0
0.0 0.0 0.0
0.0 0.0 0.0
0.0 0.0 0.0
0.2 0.0 0.2
-0.2 0.1 0.0
-0.1 0.0 -0.2
0.1 0.0 0.0
0.0 -0.1 0.1
0.0 0.0 -0.2
0.1 0.0 0.0
0.0 0.0 0.0
-0.1 0.0 0.0

Summary:
⟨S²⟩	6.030
E_HOMO (alpha / beta)	-13.14 / -13.44	eV
energy relative to the best compared isomer or geometry (same formula, charge and spin)	0.0	kJ/mol
net charge	+2
gap between HOMO and LUMO (alpha / beta)	7.699 / 4.843	eV
LUMO energy (alpha / beta)	-5.44 / -8.60	eV
spin multiplicity	5
E	-84513.188	eV

***

(2)
# C36H28BrN5O6SSn

A structure of composition C36H28BrN5O6SSn (wB97M-V/def2-TZVPD, OMol25).

Each line ends with the Löwdin charge.
Geometry (Å):
Sn 0.4121 1.4100 0.3368  1.23
O 0.3971 1.7357 5.2598  0.05
C 1.7172 1.5423 5.3506  -0.28
C 2.2341 1.0031 6.5323  -0.03
C 3.5940 0.7936 6.6669  -0.12
C 4.4668 1.1093 5.6255  -0.12
C 3.9568 1.6473 4.4553  -0.04
C 2.5926 1.8862 4.3044  -0.08
C 2.0405 2.4482 3.0361  -0.45
O 0.7789 2.4440 2.8612  -0.14
N 2.9358 2.9685 2.1926  0.04
N 2.4248 3.1538 0.9606  -0.06
C 3.0797 3.8934 0.1516  -0.11
C 2.7150 3.9641 -1.2679  -0.27
C 3.4919 4.7153 -2.1537  -0.04
C 3.1671 4.7297 -3.4977  -0.10
C 2.0817 3.9888 -3.9400  -0.08
C 1.3649 3.2650 -2.9962  -0.14
N 1.6600 3.2616 -1.7009  0.09
H 0.2397 2.0122 4.3137  0.07
H 1.5398 0.7441 7.3242  0.11
H 3.9801 0.3730 7.5900  0.09
H 5.5304 0.9292 5.7312  0.08
H 4.6020 1.8889 3.6210  0.10
H 3.9703 4.4249 0.4863  0.11
H 4.3512 5.2598 -1.7790  0.10
H 3.7634 5.3024 -4.1985  0.09
H 1.8079 3.9547 -4.9862  0.09
H 0.5242 2.6402 -3.2879  0.07
O -1.3429 -1.2344 3.8879  0.05
C -1.1296 -2.4591 3.3931  -0.28
C -1.3123 -3.5776 4.2094  -0.03
C -1.0648 -4.8538 3.7207  -0.13
C -0.6337 -5.0397 2.4127  -0.13
C -0.4699 -3.9241 1.5940  -0.05
C -0.7269 -2.6451 2.0575  -0.10
C -0.5982 -1.4303 1.1502  -0.43
O -0.2068 -0.2938 1.7846  -0.35
N -1.9890 -1.2770 0.5569  0.02
N -2.4176 -0.1211 0.1342  -0.02
C -3.4154 -0.0858 -0.6790  -0.25
C -4.0239 1.1402 -1.1307  -0.65
Br -3.5614 2.7154 -0.1622  0.72
C -4.9289 1.2810 -2.1111  -0.15
C -5.2881 0.2779 -3.1236  -0.22
C -6.5620 0.3184 -3.7035  -0.06
C -6.9338 -0.5746 -4.6973  -0.11
C -6.0370 -1.5374 -5.1438  -0.12
C -4.7602 -1.5766 -4.5967  -0.09
C -4.3838 -0.6768 -3.6093  -0.04
H -0.9499 -0.6007 3.2057  0.08
H -1.6337 -3.4180 5.2336  0.11
H -1.1962 -5.7110 4.3724  0.09
H -0.4114 -6.0335 2.0417  0.08
H -0.1319 -4.0479 0.5679  0.11
H 0.0751 -1.6810 0.3152  0.12
H -2.3458 -2.1077 0.0948  0.14
H -3.8382 -1.0113 -1.0721  0.11
H -5.4383 2.2338 -2.1896  0.08
H -7.2720 1.0606 -3.3532  0.10
H -7.9247 -0.5143 -5.1335  0.09
H -6.3260 -2.2405 -5.9161  0.09
H -4.0400 -2.3018 -4.9561  0.10
H -3.3623 -0.6753 -3.2438  0.10
O 3.9228 0.6807 -1.3875  0.03
C 2.9073 0.0773 -1.0538  -0.63
O 2.2334 0.2865 0.0356  -0.23
C 2.4480 -1.0923 -1.8999  -0.17
C 3.3919 -2.0798 -2.1760  -0.05
C 3.0730 -3.2137 -2.9079  -0.13
C 1.7780 -3.3475 -3.4006  -0.13
C 0.8355 -2.3620 -3.1513  -0.15
C 1.1358 -1.2147 -2.3901  -0.64
S -0.1178 -0.0130 -2.1423  0.49
H 4.3996 -1.9380 -1.7999  0.11
H 3.8197 -3.9774 -3.0949  0.08
H 1.5024 -4.2200 -3.9844  0.08
H -0.1685 -2.4523 -3.5499  0.07

Atomic forces in eV per Å
-0.1 -0.3 0.0
-0.1 -0.1 0.2
0.1 0.1 0.0
0.0 0.0 0.1
0.0 0.0 -0.1
0.0 0.0 0.1
0.0 0.0 0.1
0.0 0.0 0.0
0.0 0.5 -0.3
0.4 -0.3 0.0
0.0 -0.2 0.4
-0.1 0.0 -0.2
-0.1 -0.1 0.0
-0.1 -0.1 -0.1
0.1 0.1 0.0
0.0 0.0 0.0
0.1 0.0 0.1
0.0 0.0 0.2
0.0 -0.1 0.0
0.0 0.0 -0.2
0.0 0.0 -0.1
0.0 0.0 0.0
0.0 0.0 0.0
0.0 0.0 0.0
0.1 0.0 0.0
0.0 0.0 0.0
0.0 0.0 0.0
0.0 0.0 0.0
0.1 0.0 0.1
0.1 0.1 -0.1
0.0 -0.2 -0.1
0.0 0.0 0.0
0.0 0.1 -0.1
0.0 0.0 0.1
0.0 0.0 0.0
0.2 0.2 0.1
-0.1 0.1 -0.1
0.0 0.0 -0.3
0.3 -0.1 0.2
0.0 0.2 0.0
0.1 -0.1 0.0
0.0 0.0 0.2
0.0 -0.1 0.1
0.0 0.0 -0.2
0.0 -0.1 -0.1
0.0 0.0 0.0
0.0 0.0 0.0
0.0 0.0 0.1
0.0 0.0 0.0
0.1 0.1 0.0
-0.1 0.0 0.1
0.0 0.0 -0.1
0.0 0.0 0.0
0.0 0.0 0.0
0.0 0.0 0.0
-0.1 0.0 -0.1
0.0 -0.1 -0.1
-0.1 0.0 0.0
0.1 0.0 -0.1
0.0 0.0 0.0
0.0 0.0 0.0
0.0 0.0 0.0
0.0 0.0 0.0
0.0 0.0 0.0
-0.2 -0.1 0.1
0.2 0.1 0.0
-0.3 0.2 0.0
0.0 -0.1 0.1
0.0 0.0 0.0
-0.1 0.0 0.0
0.0 0.1 0.0
0.1 0.0 0.1
-0.1 -0.1 -0.1
0.0 0.0 0.0
0.0 0.0 0.0
0.0 0.0 0.0
0.0 0.0 0.0
0.0 0.0 0.0

Summary:
E_HOMO	-1.89	eV
energy relative to the best compared isomer or geometry (same formula, charge and spin)	54.0	kJ/mol
net charge	-2
gap between HOMO and LUMO	5.906	eV
LUMO energy	4.02	eV
E	-144233.679	eV

***

(3)
# C36H28IN9O3S2Ti

A structure of composition C36H28IN9O3S2Ti (wB97M-V/def2-TZVPD, OMol25).

Each line ends with the Löwdin charge.
Geometry (Å):
Ti -0.1427 -0.2181 -1.3921  0.80
C -5.6329 2.3877 0.8869  -0.05
C -4.2406 1.8190 0.9111  -0.26
C -3.1321 2.6143 0.6457  -0.03
C -1.8642 2.0651 0.5996  -0.05
C -1.6458 0.7019 0.7871  -0.31
N -0.3377 0.1497 0.5981  -0.06
C 0.4160 0.0725 1.7628  -0.23
C -0.0260 0.6353 2.9748  -0.01
C 0.7269 0.6038 4.1343  -0.05
C 1.9672 -0.0119 4.1803  -0.29
C 2.7883 -0.0718 5.4429  -0.06
C 2.4148 -0.5931 3.0064  0.01
C 1.6844 -0.5421 1.8248  -0.12
N 2.2927 -1.1339 0.6839  -0.08
C 3.6145 -1.1221 0.4002  -0.06
C 3.8111 -1.9615 -0.6676  -0.04
C 2.5298 -2.4346 -0.9806  -0.15
N 1.6078 -1.9217 -0.1690  0.07
C -2.7497 -0.0798 1.1305  -0.15
C -4.0221 0.4759 1.1792  0.03
N -2.6280 -1.4739 1.3855  -0.09
C -3.3832 -2.4481 0.8191  -0.11
C -2.9478 -3.6410 1.3395  -0.09
C -1.9119 -3.2757 2.2225  -0.16
N -1.7211 -1.9674 2.2456  0.12
H -5.6386 3.4301 1.2099  0.08
H -6.3054 1.8220 1.5337  0.07
H -6.0317 2.3517 -0.1298  0.06
H -3.2624 3.6727 0.4458  0.12
H -1.0158 2.6918 0.3676  0.10
H -0.9911 1.1185 3.0036  0.11
H 0.3256 1.0691 5.0292  0.11
H 2.2843 0.4481 6.2588  0.07
H 3.7689 0.3910 5.3085  0.07
H 2.9553 -1.1048 5.7606  0.07
H 3.3612 -1.1227 2.9971  0.12
H 4.2921 -0.4975 0.9588  0.13
H 4.7371 -2.1658 -1.1799  0.10
H 2.2320 -3.0912 -1.7826  0.11
H -4.8552 -0.1644 1.4450  0.12
H -4.1131 -2.2090 0.0619  0.11
H -3.3104 -4.6257 1.0964  0.08
H -1.3017 -3.9081 2.8511  0.09
S -0.4647 2.0017 -2.3695  0.73
C -2.1562 1.7029 -2.5317  -1.06
S -2.4629 0.0299 -2.2995  0.71
C -3.1154 2.6694 -2.7349  -0.38
C -4.4996 2.3330 -2.7432  -0.25
N -5.6248 2.0770 -2.7317  0.15
C -2.7725 4.0483 -2.8321  -0.26
N -2.5124 5.1706 -2.8946  0.14
O 1.8932 -1.8799 -4.4590  0.05
C 1.5596 -1.1576 -3.5287  -0.58
O 0.4198 -1.3028 -2.8724  -0.20
C 2.3572 -0.0870 -2.9458  -0.22
C 3.6179 0.2344 -3.4642  -0.01
C 4.4002 1.1501 -2.8347  -0.03
C 3.8919 1.8017 -1.6644  -0.16
C 4.6515 2.7552 -0.9697  -0.05
C 4.1611 3.3907 0.1493  -0.10
C 2.8693 3.0944 0.5847  -0.07
C 2.0993 2.1670 -0.0826  -0.04
C 2.5897 1.4731 -1.2014  -0.22
N 1.8294 0.4849 -1.8216  -0.03
H 3.9329 -0.2938 -4.3547  0.12
H 5.3862 1.4098 -3.2023  0.10
H 5.6447 2.9874 -1.3414  0.10
H 4.7637 4.1213 0.6746  0.09
H 2.4554 3.5980 1.4506  0.10
H 1.0968 1.9612 0.2529  0.07
N -0.2492 -4.1274 -1.1263  0.22
C -1.0410 -3.1894 -1.6409  -0.65
O -1.2489 -2.1342 -1.0343  -0.16
C -1.6882 -3.4688 -2.9704  -0.55
I -3.6924 -4.1220 -2.6689  0.83
H 0.2625 -3.8773 -0.2908  0.11
H -0.0465 -4.9784 -1.6182  0.12
H -1.1826 -4.2384 -3.5436  0.05
H -1.7236 -2.5388 -3.5258  0.03

Atomic forces in eV per Å
-0.4 0.2 -0.3
0.0 0.0 0.0
0.0 0.0 0.0
0.0 0.0 0.0
0.0 0.0 0.1
0.0 0.1 0.0
0.1 0.1 0.0
0.1 -0.1 0.1
0.1 0.0 -0.1
-0.1 0.1 0.0
0.1 0.0 0.1
0.0 0.0 0.0
0.0 0.0 -0.1
-0.2 0.1 0.0
0.1 0.0 0.0
-0.1 0.0 0.0
0.1 -0.1 -0.1
0.0 0.0 0.1
0.2 -0.1 0.0
-0.1 0.0 0.0
0.1 -0.1 0.1
-0.1 -0.1 -0.1
0.1 0.2 0.1
0.0 0.0 0.0
0.1 0.0 0.0
-0.1 0.0 -0.1
0.0 0.0 0.0
0.0 0.0 0.0
0.0 0.0 0.0
0.0 0.0 0.0
0.0 0.0 0.0
0.0 0.0 0.0
0.0 0.0 0.0
0.0 0.0 0.0
0.0 0.0 0.0
0.0 0.0 0.0
0.0 0.0 0.0
0.0 0.0 0.0
-0.1 0.0 0.0
0.0 0.0 0.0
0.0 0.0 0.0
0.0 0.0 0.1
0.0 0.0 0.0
0.0 0.0 0.0
0.1 0.0 0.0
0.0 0.0 0.0
-0.1 0.0 0.1
0.1 -0.1 0.0
-0.1 0.0 0.0
0.1 0.0 0.0
0.0 0.1 0.0
0.0 -0.1 0.0
0.1 0.1 0.0
-0.2 -0.2 0.0
0.0 -0.1 -0.1
0.0 0.1 0.2
0.1 0.1 0.0
0.0 0.0 0.0
-0.1 -0.1 0.0
0.0 0.0 0.0
0.1 0.0 -0.1
-0.1 0.0 0.0
0.0 0.0 0.0
0.1 0.1 -0.1
0.2 0.0 0.1
0.0 0.0 0.0
0.0 0.0 0.0
0.0 0.0 0.0
0.0 0.0 0.0
0.0 0.0 0.0
0.0 0.0 0.0
0.0 -0.1 0.1
-0.1 0.2 0.0
0.2 -0.1 -0.1
0.1 0.1 0.1
0.0 0.0 0.0
0.0 0.0 0.0
0.0 0.0 0.0
0.0 0.0 0.0
-0.1 0.0 0.0

Summary:
⟨S²⟩	0.774
E_HOMO (alpha / beta)	-3.22 / -5.23	eV
energy relative to the best compared isomer or geometry (same formula, charge and spin)	58.9	kJ/mol
net charge	-1
gap between HOMO and LUMO (alpha / beta)	5.091 / 7.115	eV
LUMO energy (alpha / beta)	1.87 / 1.89	eV
spin multiplicity	2
E	-110232.906	eV

***

Question: What is the net charge in the second record?
Answer: -2

***

Question: Which value of energy relative to the best compared isomer or geometry (same formula, charge and spin) does entry 3 give?
Answer: 58.9 kJ/mol